Computed, not measured: C24H25FNNaO4STe as an isolated structure, with the ωB97M-V functional and the def2-TZVPD basis.

```
58
Properties=species:S:1:pos:R:3:mulliken_charge:R:1
Na -0.76952 -2.42109 -0.74887 0.75
C 4.60059 2.78059 1.38074 -1.95
C 5.10380 1.78657 0.34697 0.67
C 6.46918 1.23194 0.73059 -0.99
C 7.02476 0.37755 -0.39759 -0.99
C 5.99194 -0.60220 -0.89692 0.99
C 6.37934 -1.69775 -1.63951 -0.63
C 5.43636 -2.62174 -2.05904 0.16
F 5.86705 -3.68028 -2.78951 -0.38
C 4.11258 -2.49995 -1.74646 -0.87
C 3.69156 -1.39988 -0.99483 0.35
C 2.24331 -1.29364 -0.66439 1.24
O 1.48804 -2.16475 -1.10056 -1.09
C 1.89845 -0.15659 0.14989 -0.54
C 2.86990 0.73744 0.46191 0.00
N 4.18602 0.65730 0.13942 0.27
C 4.62854 -0.44173 -0.58536 -0.68
C 0.51504 0.17222 0.77105 0.35
O 0.43684 1.29102 1.29422 -0.80
O -0.35436 -0.72859 0.71224 -0.73
H 5.36900 3.54127 1.52312 0.44
H 4.41644 2.29031 2.33791 0.37
H 3.68705 3.28215 1.06890 0.54
H 5.20845 2.30648 -0.61549 0.14
H 6.35911 0.63699 1.64187 0.34
H 7.14530 2.05925 0.95342 0.34
H 7.90614 -0.17295 -0.06240 0.42
H 7.35016 1.02286 -1.21983 0.30
H 7.42351 -1.85026 -1.88513 0.48
H 3.36945 -3.22133 -2.05670 0.58
H 2.54016 1.59003 1.03693 0.68
C -1.44866 0.35725 4.13217 -0.81
C -1.91556 -1.04917 3.78910 -0.20
O -0.87335 -1.83947 3.24336 -0.56
H -2.25774 0.92427 4.60241 0.35
H -1.12907 0.88186 3.23053 0.18
H -0.60253 0.31338 4.82349 0.21
H -2.75812 -1.00225 3.09126 0.18
H -2.26189 -1.56459 4.69044 0.30
H -0.75029 -1.51959 2.33006 0.32
C -5.74430 -1.37176 -1.96468 -1.49
Te -3.94540 -1.05549 -0.76473 0.14
C -4.97712 1.36058 -2.31354 -1.81
C -6.28813 1.09801 -1.91260 1.38
C -7.23329 2.09436 -1.51415 -0.82
C -8.50708 1.77642 -1.09281 -0.29
C -8.94268 0.44974 -1.03450 -0.72
C -8.02246 -0.54854 -1.37863 -0.49
C -6.73635 -0.26928 -1.79961 0.78
H -6.15092 -2.31579 -1.60479 0.43
H -5.37019 -1.51219 -2.98195 0.36
H -4.51850 0.68462 -3.02223 0.25
H -4.57816 2.37076 -2.28016 0.24
H -6.92920 3.13645 -1.56563 0.27
H -9.18759 2.57727 -0.81067 0.32
H -9.94345 0.19854 -0.70182 0.33
H -8.31196 -1.59224 -1.27556 0.25
S -3.21020 -3.39435 -1.00136 -0.86
```

Multiplicity: 1
LUMO: 3.187 eV
Energy relative to the best compared isomer or geometry (same formula, charge and spin): 3.33 kcal/mol
Total charge: -2
Strongest force on any atom: 0.53 eV Å⁻¹